1.
{
  "formula": "C16H30N2O3",
  "method": "the ωB97M-V functional and the def2-TZVPD basis",
  "orbital_gap_ha": 0.3696,
  "lumo_energy_ev": 0.82,
  "homo_ev": -9.241,
  "spin_multiplicity": 1,
  "fmax_ev_per_a": 0.61,
  "total_charge": 0,
  "smiles": "COCCNC(=O)[C@H](NC(=O)[C@H]1CC[C@H](C)CC1)C(C)C",
  "elements": ["O", "O", "O", "N", "N", "C", "C", "C", "C", "C", "C", "C", "C", "C", "C", "C", "C", "C", "C", "C", "C", "H", "H", "H", "H", "H", "H", "H", "H", "H", "H", "H", "H", "H", "H", "H", "H", "H", "H", "H", "H", "H", "H", "H", "H", "H", "H", "H", "H", "H", "H"],
  "coordinates": [[1.5634, 1.7048, -1.5652], [-2.5680, 2.5775, -0.6419], [0.6943, 0.5618, 1.5875], [-0.4791, 2.7403, 0.2212], [-1.3649, -0.0124, 0.8928], [0.4393, -1.5415, 0.4208], [0.6308, 2.6706, -1.9858], [2.7706, 2.2213, -1.0576], [0.4392, -1.4079, -1.1086], [-3.6935, -0.0719, 2.6244], [0.0568, 3.5409, -0.8537], [-1.7368, 2.2596, 0.1841], [-1.9933, 1.2331, 1.3062], [2.9309, -4.2549, -1.9353], [2.3913, -2.9913, -1.2715], [-0.0406, -0.2349, 1.0269], [0.9769, -2.6788, -1.7590], [2.3805, -3.1329, 0.2505], [1.8480, -1.8679, 0.9126], [-3.4839, 1.0332, 1.5915], [-4.0953, 2.3416, 2.0871], [-3.2130, 0.1967, 3.5629], [-1.9158, -0.6217, 0.3089], [-0.2486, -2.3439, 0.7133], [-0.5731, -1.2127, -1.4724], [3.9423, -4.4644, -1.5942], [0.8243, 4.2026, -0.4459], [3.4513, 1.3759, -0.9735], [1.8368, -1.9853, 1.9981], [-0.1810, 2.0964, -2.4386], [-3.9730, 0.7571, 0.6511], [-0.7579, 4.1410, -1.2652], [2.6414, 2.6689, -0.0672], [-3.6019, 2.6714, 2.9992], [1.7523, -3.9837, 0.5276], [1.0611, -0.5555, -1.3884], [-3.2775, -1.0183, 2.2880], [-4.7556, -0.2117, 2.8105], [-5.1530, 2.2035, 2.2974], [0.9780, -2.5571, -2.8442], [2.9499, -4.1415, -3.0169], [1.0763, 3.3284, -2.7479], [-3.9935, 3.1160, 1.3329], [3.1986, 2.9663, -1.7389], [3.3912, -3.3357, 0.6105], [-1.4754, 1.5637, 2.2138], [0.1861, 2.2569, 0.8196], [2.4976, -1.0226, 0.6800], [3.0408, -2.1500, -1.5376], [2.3039, -5.1105, -1.6918], [0.3209, -3.5200, -1.5179]],
  "atomic_forces_ev_per_a": [[0.01, -0.10, 0.06], [-0.28, 0.01, -0.33], [0.33, 0.17, 0.21], [0.45, 0.21, -0.01], [-0.35, 0.13, -0.01], [0.38, 0.27, -0.01], [-0.28, 0.27, 0.03], [-0.02, -0.02, -0.01], [-0.14, -0.29, -0.04], [0.03, 0.08, -0.26], [0.08, -0.23, -0.32], [0.12, -0.11, 0.59], [-0.23, 0.07, -0.14], [-0.01, 0.31, 0.07], [-0.16, -0.46, 0.02], [-0.20, -0.56, -0.08], [0.21, 0.31, 0.01], [0.11, 0.36, -0.14], [-0.20, -0.21, 0.11], [0.17, 0.06, 0.15], [0.07, -0.13, -0.27], [0.06, 0.00, 0.16], [0.11, -0.08, 0.01], [-0.01, 0.02, 0.00], [0.00, 0.08, -0.03], [0.12, -0.08, 0.01], [-0.08, 0.03, -0.04], [0.07, 0.07, 0.05], [0.06, 0.09, 0.01], [0.01, 0.13, -0.01], [0.03, 0.02, 0.00], [0.15, 0.04, 0.02], [0.03, 0.02, 0.01], [0.04, 0.03, 0.16], [-0.01, -0.13, 0.00], [-0.05, 0.06, 0.00], [0.00, -0.12, 0.06], [-0.10, -0.03, 0.05], [-0.10, 0.02, 0.06], [-0.04, -0.07, -0.05], [0.02, -0.05, -0.14], [-0.04, -0.06, 0.02], [-0.04, 0.12, -0.02], [0.02, 0.00, 0.02], [0.01, -0.08, 0.03], [-0.09, -0.03, -0.08], [-0.20, 0.01, 0.02], [0.03, 0.04, 0.06], [0.00, 0.05, 0.01], [-0.07, -0.12, 0.02], [-0.03, -0.11, -0.03]]
}

2.
{
  "formula": "C16H30NO2ReSSb2Se4Te",
  "method": "the ωB97M-V functional and the def2-TZVPD basis",
  "orbital_gap_ha": 0.2281,
  "lumo_energy_ev": -7.56,
  "homo_ev": -13.771,
  "spin_multiplicity": 1,
  "fmax_ev_per_a": 1.42,
  "total_charge": 2,
  "elements": ["Re", "Te", "Sb", "Sb", "Se", "Se", "Se", "Se", "S", "O", "O", "N", "C", "C", "C", "C", "C", "C", "C", "C", "C", "C", "C", "C", "C", "C", "C", "C", "H", "H", "H", "H", "H", "H", "H", "H", "H", "H", "H", "H", "H", "H", "H", "H", "H", "H", "H", "H", "H", "H", "H", "H", "H", "H", "H", "H", "H", "H"],
  "coordinates": [[0.4411, 0.9670, -0.2297], [0.5943, 2.6211, 1.7887], [-0.8143, -2.9942, -0.0900], [-2.1278, 1.2526, -0.4081], [-3.6935, 2.9214, -0.5455], [0.6074, 2.3307, -1.9974], [-1.3007, 1.2333, 2.9046], [-2.7056, -1.0849, -0.7514], [-1.4671, 4.9997, 2.6365], [0.1754, -0.9657, 0.4448], [-0.3325, -0.2933, 2.6009], [2.5353, 0.1004, -0.1641], [-0.4783, 5.0991, 0.2665], [-1.7655, -3.4264, 1.7897], [-1.2463, 6.2770, 0.4355], [-1.8469, 6.3440, 1.6587], [-1.5354, -5.2579, -2.0777], [-0.9881, -3.0047, -3.1330], [-2.7586, -4.5723, 1.5949], [1.1323, -5.1447, 0.3708], [-1.6256, -3.7389, -1.9628], [3.0320, 0.0893, 1.2315], [2.1132, -3.3946, -1.1072], [0.6054, -0.2731, 1.5929], [1.2171, -3.6329, 0.1025], [-0.7996, -3.6660, 2.9453], [-0.5181, 4.3077, 1.3885], [1.9893, -0.6223, 2.0826], [1.7983, -3.9986, -1.9572], [0.4858, -5.4139, 1.1976], [-0.0630, -2.8660, 3.0527], [-3.2995, -4.7336, 2.5276], [-2.6635, -3.4118, -1.8425], [-2.4953, 7.1147, 2.0399], [2.1298, -5.5082, 0.6210], [-3.5050, -4.3561, 0.8213], [-1.0957, -1.9192, -3.0420], [-1.3639, 7.0331, -0.3234], [2.1008, -0.3137, 3.1242], [3.2094, 0.5355, -0.7883], [0.0629, 4.8607, -0.6359], [-1.8941, -5.7847, -1.1953], [2.1224, -1.7091, 2.0714], [3.1362, -3.6938, -0.8707], [0.0629, -3.2553, -3.2616], [4.0184, -0.3693, 1.3244], [-0.5237, -5.5868, -2.3075], [-2.2585, -5.5090, 1.3523], [-2.2822, -2.4762, 1.9330], [-1.5042, -3.3026, -4.0456], [-0.2829, -4.6184, 2.8817], [2.4468, -0.8712, -0.4455], [1.5844, -3.1069, 0.9880], [2.1411, -2.3598, -1.4392], [-2.1651, -5.5757, -2.9101], [3.1334, 1.1340, 1.5438], [0.8093, -5.6896, -0.5114], [-1.3786, -3.6876, 3.8692]],
  "atomic_forces_ev_per_a": [[1.37, -0.06, -0.36], [0.02, -0.23, 0.01], [-0.61, 0.69, -0.25], [-0.03, -0.21, 0.50], [-0.25, 0.12, -0.09], [0.13, -0.14, 0.35], [0.18, -0.07, 0.06], [-0.45, -0.51, 0.06], [-0.05, 0.07, 0.00], [0.67, 1.04, 0.46], [-0.34, 0.54, 0.29], [-0.09, 0.06, 0.21], [-0.11, -0.09, 0.24], [-0.05, -0.15, -0.01], [-0.08, -0.09, 0.09], [0.08, -0.06, -0.05], [-0.11, 0.09, -0.14], [-0.10, 0.18, 0.05], [-0.19, 0.18, -0.08], [0.23, 0.16, 0.04], [0.04, -0.44, 0.22], [0.14, 0.20, 0.21], [0.03, 0.05, 0.10], [-0.61, -0.42, -0.97], [0.11, -0.43, -0.15], [0.04, 0.23, -0.08], [-0.12, 0.11, -0.25], [0.32, 0.03, 0.30], [-0.03, 0.01, -0.01], [-0.14, -0.02, 0.11], [-0.04, -0.05, -0.01], [-0.03, 0.01, 0.05], [0.08, -0.24, -0.12], [-0.04, 0.05, 0.02], [0.05, -0.04, 0.01], [0.14, -0.04, 0.09], [0.06, -0.13, -0.03], [0.01, 0.05, -0.05], [-0.08, -0.02, -0.06], [-0.07, 0.07, 0.02], [0.04, -0.01, -0.01], [0.01, -0.01, 0.07], [0.08, 0.16, 0.01], [0.01, -0.02, 0.03], [0.06, -0.03, 0.03], [-0.07, -0.05, -0.11], [0.07, -0.01, 0.03], [0.05, -0.05, -0.03], [-0.11, -0.08, 0.08], [-0.04, -0.02, -0.07], [0.03, -0.08, -0.05], [0.03, 0.00, -0.26], [-0.09, -0.19, -0.19], [-0.07, 0.09, -0.16], [-0.01, -0.01, -0.06], [0.03, -0.19, -0.01], [-0.05, -0.03, -0.10], [-0.05, 0.02, 0.03]]
}

3.
{
  "formula": "C16H30NO4",
  "method": "the ωB97M-V functional and the def2-TZVPD basis",
  "orbital_gap_ha": 0.2368,
  "lumo_energy_ev": -4.91,
  "homo_ev": -11.350,
  "spin_multiplicity": 1,
  "fmax_ev_per_a": 3.25,
  "total_charge": 1,
  "elements": ["O", "O", "O", "O", "N", "C", "C", "C", "C", "C", "C", "C", "C", "C", "C", "C", "C", "C", "C", "C", "C", "H", "H", "H", "H", "H", "H", "H", "H", "H", "H", "H", "H", "H", "H", "H", "H", "H", "H", "H", "H", "H", "H", "H", "H", "H", "H", "H", "H", "H", "H"],
  "coordinates": [[6.0985, -0.6461, -3.2335], [1.5595, 0.6971, -1.6662], [0.7930, 2.4533, -0.3922], [-5.6152, -0.3557, 3.8116], [-3.2220, -0.6423, -0.3781], [-5.9854, 1.0159, 3.8408], [-1.4263, 0.1354, -1.8626], [-5.7782, 1.6727, 5.1943], [2.4913, -0.0856, -0.8818], [8.3094, -1.0900, -4.2173], [1.8258, -1.1843, 0.0357], [-1.3599, 0.5701, 0.6563], [-6.3134, -1.2193, 4.7016], [5.9927, 1.7010, -3.9591], [-2.7131, -0.5432, -1.6523], [-7.8128, -1.2533, 4.4629], [6.7987, -1.1382, -4.3680], [-0.7542, 0.6827, -0.6760], [6.3508, 0.7024, -2.8715], [0.6465, 1.3755, -0.8867], [-2.6402, -0.1215, 0.7510], [7.3920, 0.8227, -2.5556], [-8.0301, -1.5519, 3.4347], [6.5902, 1.5538, -4.8604], [8.6771, -0.0689, -4.1054], [-4.7369, 1.5770, 5.5110], [6.4777, -0.6069, -5.2699], [-0.9911, 0.2065, -2.8904], [-6.0875, -0.9547, 5.7390], [-8.2755, -0.2790, 4.6268], [-3.0701, -0.2202, 1.7803], [3.2152, 0.5339, -0.2796], [3.1363, -0.6411, -1.6240], [-0.8196, 1.0096, 1.5241], [4.9426, 1.5972, -4.2432], [-8.2877, -1.9654, 5.1406], [2.4731, -2.0768, 0.2222], [8.6237, -1.6515, -3.3346], [6.4889, -2.1771, -4.4941], [5.7367, 0.9055, -1.9906], [-6.0338, 2.7326, 5.1453], [-3.2107, -0.9805, -2.5538], [-5.3560, 1.5217, 3.1036], [0.8693, -1.5284, -0.4612], [-7.0182, 1.1374, 3.4993], [8.7915, -1.5231, -5.0962], [-5.9074, -2.2198, 4.5419], [1.5062, -0.6691, 0.9911], [6.1623, 2.7210, -3.6093], [-6.3973, 1.2158, 5.9680], [-4.1062, -1.1472, -0.2685]],
  "atomic_forces_ev_per_a": [[-0.27, -0.15, 0.19], [-1.09, 0.40, 1.29], [0.29, -0.62, -0.32], [0.34, -0.09, -0.35], [0.44, 0.28, -0.25], [-0.10, 0.10, 0.18], [-1.61, -0.56, 2.44], [0.01, -0.09, 0.11], [1.95, -2.06, 0.20], [0.05, 0.07, 0.08], [-1.15, 1.15, -0.21], [-1.02, -0.82, -2.55], [-0.20, -0.04, 0.12], [0.00, -0.04, -0.13], [2.87, 1.51, -0.22], [-0.04, 0.11, -0.07], [0.16, 0.04, -0.07], [-0.97, -1.19, -0.69], [0.06, 0.10, -0.12], [-0.67, -0.08, 0.37], [2.74, 1.34, 0.00], [0.02, 0.04, -0.06], [0.01, -0.03, 0.06], [0.04, 0.06, 0.06], [0.01, -0.01, -0.09], [-0.04, 0.04, -0.04], [0.05, 0.04, -0.01], [-0.44, -0.09, 1.21], [-0.05, 0.04, 0.00], [-0.01, -0.04, 0.08], [-0.19, -0.26, -1.42], [-1.07, -0.16, -0.65], [-0.84, 0.88, 0.48], [-0.77, -0.51, -0.68], [0.03, 0.02, 0.05], [0.05, 0.03, -0.04], [-0.42, 1.04, -0.10], [-0.03, -0.01, -0.06], [-0.13, 0.07, 0.15], [-0.01, -0.19, -0.02], [0.02, -0.05, -0.02], [0.04, 0.30, 1.43], [0.03, -0.17, -0.03], [1.11, 0.11, 0.44], [-0.03, 0.01, 0.06], [-0.05, 0.01, 0.05], [0.13, 0.13, -0.10], [0.45, -0.92, -0.72], [-0.02, -0.05, 0.01], [-0.05, 0.08, -0.05], [0.34, 0.25, 0.04]]
}

4.
{
  "formula": "C16H30S9SiTc",
  "method": "the ωB97M-V functional and the def2-TZVPD basis",
  "orbital_gap_ha": [0.2229, 0.1775],
  "lumo_energy_ev": [-7.13, -8.15],
  "homo_ev": [-13.194, -12.981],
  "spin_multiplicity": 4,
  "fmax_ev_per_a": 1.50,
  "total_charge": 2,
  "elements": ["Tc", "S", "S", "S", "S", "S", "S", "S", "S", "S", "Si", "C", "C", "C", "C", "C", "C", "C", "C", "C", "C", "C", "C", "C", "C", "C", "C", "H", "H", "H", "H", "H", "H", "H", "H", "H", "H", "H", "H", "H", "H", "H", "H", "H", "H", "H", "H", "H", "H", "H", "H", "H", "H", "H", "H", "H", "H"],
  "coordinates": [[0.4335, -1.4123, 0.1126], [-0.8729, -7.3945, -3.3142], [-0.0136, -6.3514, 2.3221], [-0.5671, -7.4466, -0.3604], [1.0090, -3.6037, 0.7110], [-0.1397, -4.9309, -1.7976], [2.5984, -0.4480, 0.0281], [0.4854, -1.5962, -2.2279], [-1.9053, -1.3428, 0.0136], [0.2974, -0.8036, 2.3826], [0.0688, 4.0590, -0.3552], [-0.1280, -6.0566, 0.6030], [-1.1415, -0.8769, -2.7459], [0.1635, -4.8970, -0.0633], [-2.1698, -0.5616, -1.6560], [-2.1433, 0.1222, 1.1383], [2.4071, 0.8618, 1.3193], [1.7897, -0.3586, -2.6272], [-0.0939, 2.2151, -0.6561], [1.6741, 0.4153, 2.5754], [-0.9794, -4.9676, 3.0102], [-1.3391, 0.0777, 2.4328], [-0.6720, 4.4832, 1.3594], [2.2049, 0.5372, -1.4773], [-0.5385, -6.6365, -1.9015], [-0.8808, 4.8784, -1.7815], [1.9228, 4.5253, -0.3006], [1.2908, 1.2805, 3.1143], [3.4198, 1.1428, 1.6071], [-3.1444, -0.9294, -1.9750], [-1.5308, -1.6422, -3.4178], [-0.5861, -4.7719, 4.0018], [2.3565, -0.1278, 3.2325], [1.4088, 1.2816, -1.2152], [-0.8387, 5.9591, -1.6987], [1.9339, 1.7181, 0.8428], [-3.2040, 0.1482, 1.3826], [-1.7074, 4.1701, 1.4502], [2.6247, -0.9854, -2.9499], [1.4577, 0.2362, -3.4759], [-0.4794, 4.6073, -2.7535], [-0.6003, 1.8983, -1.5550], [-0.9236, 0.0072, -3.3448], [-0.8718, -4.0818, 2.3957], [-0.6526, 5.5619, 1.4831], [3.1044, 1.0844, -1.7560], [-0.1141, 4.0579, 2.1887], [-1.8757, -0.4826, 3.1971], [-1.1690, 1.0850, 2.8103], [2.4308, 4.1195, 0.5713], [-2.0172, -5.2791, 3.0791], [-1.9056, 1.0148, 0.5621], [-0.1406, 1.5168, 0.1691], [2.4613, 4.2071, -1.1883], [-2.2589, 0.5098, -1.4893], [-1.9302, 4.5973, -1.7679], [1.9922, 5.6068, -0.2431]],
  "atomic_forces_ev_per_a": [[0.26, -1.47, 0.15], [0.20, 0.52, 0.89], [0.04, 0.22, -0.20], [0.12, 0.77, 0.35], [-0.34, -0.02, -0.25], [0.05, -0.15, 0.33], [-0.31, 0.31, -0.07], [-0.04, 0.42, -0.11], [0.16, 0.42, 0.00], [-0.19, 0.35, -0.06], [0.32, 0.76, 0.27], [-0.15, -1.12, 0.48], [0.28, -0.33, -0.09], [0.28, 1.07, -0.53], [-0.30, -0.06, 0.19], [-0.20, 0.01, -0.17], [0.21, 0.02, -0.09], [0.03, -0.24, 0.03], [-0.68, 0.60, 0.31], [-0.14, -0.29, 0.06], [-0.08, -0.22, -0.07], [0.25, -0.37, 0.20], [0.18, -0.28, -0.85], [0.04, 0.32, 0.02], [-0.22, -0.42, -1.10], [0.40, -0.30, 0.63], [-0.84, -0.24, -0.16], [0.06, 0.00, 0.09], [-0.01, 0.13, -0.03], [0.01, 0.09, -0.04], [-0.04, 0.11, 0.02], [0.07, -0.01, 0.09], [-0.08, 0.11, 0.02], [0.69, -0.58, -0.20], [0.04, 0.22, 0.03], [0.01, -0.04, 0.00], [-0.03, 0.04, 0.02], [-0.22, -0.05, -0.01], [-0.05, 0.09, -0.08], [0.04, 0.00, -0.08], [0.15, -0.07, -0.13], [-0.02, -0.25, -0.24], [-0.08, 0.01, 0.02], [-0.03, 0.01, 0.05], [0.02, 0.21, 0.02], [0.06, 0.07, -0.03], [0.19, -0.12, 0.08], [-0.04, 0.09, 0.01], [-0.06, 0.04, 0.00], [0.00, -0.06, 0.15], [-0.05, 0.04, 0.02], [-0.09, -0.15, -0.01], [0.15, -0.27, 0.08], [0.06, -0.03, -0.18], [0.04, -0.04, 0.07], [-0.17, -0.08, 0.07], [0.08, 0.22, 0.03]]
}